{
  "formula": "CH5NP2",
  "method": "the ωB97M-V functional and the def2-TZVPD basis",
  "elements": ["P", "P", "N", "C", "H", "H", "H", "H", "H"],
  "xyz": [[-2.35269, 1.37253, -0.03551], [-2.67326, -1.64806, -0.12819], [-2.62412, -0.14626, -0.00391], [2.30862, -0.27032, 0.10124], [-3.68487, 1.80236, -0.31029], [1.58456, 0.49219, -0.13374], [2.21515, -1.02774, -0.64088], [1.93089, -0.63005, 1.05610], [3.29572, 0.05535, 0.09518]],
  "mulliken_charge": [-0.16, -0.06, 0.19, -0.99, 0.04, 0.22, 0.25, 0.24, 0.28],
  "total_charge": 0,
  "orbital_gap_ev": [6.54, 6.54],
  "e_above_lowest_kcal_mol": 23.73
}